Entry 1:
Below is a cluster of 9 separate species, C30H76N2O17P2S in total, with properties calculated with ωB97M-V/def2-TZVPD.

Properties
Structure (SMILES): CCCCCCCCCCCCCCCC[C@@]1(N(C(C)=O)C(C)=O)OS(=O)(=O)O[C@@]1(N)PP(=O)(O)O.CO.CO.CO.CO.CO.CO.CO.CO
Orbital gap in eV: 9.7

Element x y z (Å)
H  2.3697  2.9000  4.1708
H  10.0830  2.8615  -1.8044
O  -4.4489  4.6902  -2.3985
C  1.4216  0.1317  2.0212
H  -8.7903  1.2467  1.9489
H  -1.1348  -5.3725  -0.6295
C  -0.4275  -3.4429  0.1347
H  -8.3902  -1.9450  -1.4298
H  9.2773  -1.8100  1.8620
C  3.6158  -7.2493  0.6796
C  0.2041  -3.5574  1.5322
H  -3.2064  -4.7305  -1.4096
H  -0.3358  4.3180  0.0175
H  5.0331  1.0621  -2.7150
C  2.6540  2.0391  -0.4480
H  -2.1718  -3.3033  -1.7458
H  -4.1778  0.6704  -2.6009
H  -4.5251  -3.4684  0.0335
S  -3.6258  0.8280  1.8907
H  -0.3422  -2.0025  2.9556
H  -6.6995  -2.0154  -3.6158
C  2.2225  4.9066  -3.6018
C  9.2348  2.3299  -1.3621
H  -0.4320  -4.1498  2.1845
C  4.0990  3.7749  4.2896
C  4.3383  1.8457  -2.4181
H  -3.0891  -2.8831  0.8476
H  6.0875  3.0389  -2.2133
H  9.4038  -1.6774  0.0958
H  3.9867  4.1071  5.3255
H  3.7831  -6.3273  0.1292
H  -0.5654  5.3581  2.6385
O  -7.9751  0.5835  -1.4294
C  -2.6551  -3.8989  -0.9763
H  -1.9606  -4.8152  0.8359
P  -4.8486  1.7468  -1.9822
C  0.4572  -2.2105  2.2495
O  1.3777  3.7903  -3.8802
O  -4.2159  1.6603  2.8791
P  -3.4990  3.4360  -2.2340
H  1.2404  -1.3144  0.4245
C  6.3120  -4.4811  1.2373
O  -4.6988  -0.2941  1.4607
H  0.4709  4.0748  -3.7450
H  5.4560  2.4918  -0.6888
H  9.5570  1.7882  -0.4728
H  7.8597  -1.3366  0.8994
O  4.8678  -7.6875  1.2055
C  -5.2168  -1.1010  -0.6954
H  4.7006  -8.4983  1.6904
H  3.8514  4.5998  3.6162
O  -2.3939  0.2062  2.2035
C  -8.2722  0.5871  2.6399
O  -3.5573  1.4982  0.4489
H  -5.9690  -1.2193  -5.0235
H  6.3120  -4.3652  0.1566
C  -8.4901  -1.5152  -0.4412
O  -7.0119  -1.4022  2.2549
H  1.3494  -2.3391  2.8663
H  -0.8850  3.6781  2.1466
C  5.1714  2.8816  -1.6602
H  0.5637  2.3529  -0.4568
H  2.9087  -7.0590  1.4914
O  -4.7046  -2.4699  -4.0247
C  0.7126  -1.0299  1.3323
O  6.6324  -3.2185  1.8224
H  3.3185  1.9842  0.4109
H  -3.0539  -0.8744  -0.3012
C  -4.8779  1.4109  -0.1483
H  5.1325  3.4826  4.1234
C  3.1947  1.1984  -1.6025
H  1.1542  -4.0808  1.4584
H  3.2045  -8.0035  0.0041
H  8.9223  0.4838  1.8575
C  -3.5636  -2.9895  -0.1267
H  -2.3010  2.3688  -3.5997
C  1.2345  1.5928  -0.0605
H  -6.3784  2.8194  -0.1188
O  -2.4975  3.6206  -1.1774
H  -5.8417  -1.9610  -0.4766
H  -0.0376  1.6237  1.6402
H  3.8915  2.2546  -3.3207
N  -5.6117  2.5116  0.4635
H  -9.5329  -1.3505  -0.1882
H  8.5336  3.8643  -0.3827
H  -1.9128  5.0017  1.5373
C  -3.7543  -1.5813  -0.7318
H  -3.8868  5.4746  -2.3360
H  -4.9667  3.2727  0.6302
N  -6.8972  0.2615  0.5905
H  -3.4739  -1.6769  -1.7781
C  -7.3391  -0.3021  1.8606
H  0.9918  0.6621  -0.5630
H  3.2523  4.5921  -3.7484
H  0.3474  -3.6399  -0.6000
H  -8.0743  -2.2187  0.2709
C  8.9407  -1.2542  0.9840
H  4.6426  3.8189  -1.5196
O  -2.8210  3.1787  -3.6594
H  2.5020  -0.0143  2.0026
O  3.2822  2.6393  4.0257
H  2.0925  5.2324  -2.5663
O  9.3376  0.1179  1.0740
H  8.8378  1.6245  -2.0882
H  -6.4175  -2.9328  -5.1179
C  -7.7851  -0.1763  -0.4828
O  -0.0155  4.8945  0.7193
H  2.3593  1.0604  -2.2894
H  -9.0271  -0.0507  3.0857
H  1.9997  5.7340  -4.2809
H  -0.2584  -0.6521  1.0040
H  3.4702  0.1993  -1.2660
H  6.6272  -3.3347  2.7748
C  -5.4720  0.0017  0.3238
C  -0.8936  4.7215  1.8194
C  -6.0228  -2.1504  -4.4657
H  1.5500  2.2518  2.0131
H  7.0551  -5.2303  1.5172
H  1.1559  0.1361  3.0794
H  -7.7284  1.1516  3.3863
C  -1.5249  -4.5007  -0.1091
H  -5.4895  -0.7814  -1.6980
H  5.3236  -4.8124  1.5628
C  1.0271  1.4858  1.4452
H  -4.7563  -3.2935  -3.5327
H  -0.8893  -2.4775  -0.0386
O  8.1872  3.2434  -1.0267
H  2.6357  3.0734  -0.7784

Atom charges from the Mulliken analysis, given in e for atoms 1 to 6: number 1, H, carries 0.2694; number 2, H, carries 0.2799; number 3, O, carries -0.5255; number 4, C, carries -0.9917; number 5, H, carries 0.3458; number 6, H, carries 0.5020

Entry 2:
Below is a cluster of 3 separate species, CHN5O3 in total, with properties calculated with ωB97M-V/def2-TZVPD.

Properties
Net charge: +2
Orbital gap (spin up / spin down) in eV: 5.1 / 5.1
Energy relative to the best compared isomer or geometry (same formula, charge and spin) in eV: 2.859

Element x y z (Å)
O  0.5948  3.5787  -1.0493
N  9.3455  -6.2402  -0.3949
N  2.5926  2.1647  1.7446
C  1.7766  2.3978  0.5828
N  8.8907  -6.5225  0.5439
O  -10.8561  -3.0285  1.0888
H  2.7593  1.2503  1.8037
O  -10.7959  -3.8023  -0.9602
N  1.2508  3.1929  -0.1478
N  -10.7873  -3.4055  0.0651

Atom charges from the natural (NBO) analysis, given in e for atoms 1 to 6: number 1, O, carries 0.0642; number 2, N, carries 0.0028; number 3, N, carries -0.1365; number 4, C, carries 0.4368; number 5, N, carries -0.0028; number 6, O, carries 0.0738

Entry 3:
Below is an isolated molecule of C19H28N8O2, with properties calculated with ωB97M-V/def2-TZVPD.

Properties
Structure (SMILES): Cc1cncc(C(=O)N[C@@H](C)CCNC(=O)[C@@H]2CCCN2Cc2nnn(C)n2)c1
Orbital gap in eV: 9.7
Energy relative to the best compared isomer or geometry (same formula, charge and spin) in eV: 0.969

Element x y z (Å)
C  4.8124  1.1095  -1.6519
N  -0.4813  -1.4973  0.1533
H  -1.4912  1.9455  1.8907
H  -0.4315  -0.9109  -0.6743
C  -2.1472  2.8675  0.0689
C  2.8039  1.9525  -0.3805
N  2.9575  0.1848  3.3210
H  -1.4212  -4.0978  0.7010
C  0.8566  -1.6939  0.5567
N  4.4077  3.6994  1.0648
H  4.5635  0.0626  -1.4713
H  5.8972  1.2106  -1.6400
C  1.5982  -1.3210  3.6105
C  4.9186  2.8888  0.1369
C  3.0983  3.6427  1.2716
C  0.7852  2.8322  0.9100
H  2.1852  1.2730  -0.9520
O  0.3194  3.7886  1.5041
H  5.9922  2.9570  -0.0151
C  0.7243  -4.2202  0.4592
H  -1.2892  -4.2703  3.1375
H  -3.2015  2.8597  0.3513
N  0.2973  -3.0444  2.4997
H  4.4616  0.7924  2.0155
C  -1.3984  -0.8172  1.1166
C  2.2500  2.7787  0.5824
C  -2.0448  0.4178  0.4920
H  4.9696  0.4854  3.6981
H  -2.1683  -1.5304  1.4124
H  4.0249  1.9473  3.2935
H  -0.7903  -5.7384  0.9300
C  -0.3666  -4.3425  2.5588
H  -2.1138  0.2914  -0.5954
H  0.2458  -2.6632  4.5374
C  0.9781  -2.6711  3.7285
H  0.2754  -5.1018  3.0357
H  4.4628  1.3623  -2.6543
N  0.0236  1.7876  0.4772
H  0.6246  -3.9871  -0.6003
C  4.1915  0.9004  3.0643
C  4.1735  1.9943  -0.6193
H  -3.0764  0.4863  0.8425
H  2.2030  -3.0054  1.5338
H  -2.0783  2.7031  -1.0089
H  0.5101  0.9148  0.3173
C  -1.4013  1.7651  0.8137
N  1.7923  0.7792  3.3878
H  1.4870  -4.9931  0.5630
H  -0.8571  -0.5393  2.0207
C  1.1356  -2.9921  1.2937
H  -1.7340  3.8437  0.3059
H  2.6788  4.3027  2.0211
O  1.7217  -0.8698  0.3384
C  -0.5886  -4.6810  1.0952
N  2.8966  -1.1246  3.4516
N  0.9096  -0.1628  3.5761
H  1.7710  -3.3874  3.9920

Atom charges from the natural (NBO) analysis, given in e for atoms 1 to 6: number 1, C, carries -0.6324; number 2, N, carries -0.6995; number 3, H, carries 0.2054; number 4, H, carries 0.3725; number 5, C, carries -0.6120; number 6, C, carries -0.1389

Entry 4:
Below is a structure of composition C16H20Cl3FOSn, with properties calculated with ωB97M-V/def2-TZVPD.

Properties
Net charge: -2
Orbital gap in eV: 2.8
Energy relative to the best compared isomer or geometry (same formula, charge and spin) in eV: 2.846

Element x y z (Å)
H  1.6262  -2.6791  -2.7026
H  1.2910  3.1627  -2.9757
H  2.6670  -0.4104  5.4381
H  1.6925  -0.6661  3.1373
C  -1.1793  -0.6831  4.8980
C  1.3013  0.0153  -2.4880
C  1.0614  -0.7036  4.0011
C  -0.3298  -0.9098  3.7788
H  -2.4761  -1.8419  -2.4111
H  -2.1042  -1.5772  -4.1265
O  -0.0411  3.4005  0.3815
C  2.7524  -0.2041  -2.4076
Cl  0.8485  -1.0772  0.6414
C  0.3299  -0.9989  -2.7471
H  2.9948  -1.0651  -1.7688
H  2.2770  2.3981  -1.7445
H  0.4233  -2.6989  -4.0142
H  -0.0776  -3.0543  -2.3483
Cl  -2.2187  0.9244  1.6996
H  -1.3295  -0.4191  7.0666
H  3.2571  0.6761  -2.0018
C  -2.2040  -1.0757  -3.1477
Cl  -2.4993  -2.7149  1.0002
H  -1.6182  2.7622  -1.6719
H  3.1648  -0.4019  -3.4110
H  -0.6249  2.7094  0.8461
H  0.6986  3.1061  -1.2615
C  1.6090  -0.4962  5.2714
Sn  -1.2001  -1.2588  1.7955
H  -2.1247  2.4453  -3.3504
C  0.7059  -0.4052  6.3462
C  -0.7870  0.9999  -2.4942
H  -3.0308  -0.3613  -3.2219
F  1.2370  -0.2423  7.6393
C  0.6100  1.2582  -2.3216
H  -2.7916  1.4696  -2.0329
C  -0.6759  -0.4947  6.1902
C  0.5897  -2.4314  -2.9601
C  1.2356  2.5540  -2.0576
C  -1.8842  1.9777  -2.3845
C  -0.9476  -0.3838  -2.8009
H  -2.2285  -0.6047  4.7210

Atom charges from the natural (NBO) analysis, given in e for atoms 1 to 6: number 1, H, carries 0.1886; number 2, H, carries 0.1425; number 3, H, carries 0.2286; number 4, H, carries 0.2518; number 5, C, carries -0.1977; number 6, C, carries -0.1672

Maximum force / eV/A: 2.4 11.5 0.7 7.4
DFT total energy / hartree: -3658.0312 -537.1767 -1329.3469 -2391.5961